ORCA calculation (ωB97M-V/def2-TZVPD) on a 8-piece molecular cluster, C13H41BF4N11O9 overall at a distorted geometry.

Computed properties:
- spin multiplicity = 1
- HOMO (eV) = -5.394
- energy relative to the best compared isomer or geometry (same formula, charge and spin) (kcal/mol) = 148.91
- orbital gap (Ha) = 0.284
- total charge = -1
- E_tot (eV) = -60516.9300

Last columns: bonded neighbours and bond lengths (Å).
Atoms and positions in Å:
1 B 0.09840 1.33929 0.40286  F2 1.441, F3 1.445, F4 1.394, F5 1.387
2 F 1.48727 1.43348 0.77359  B1 1.441
3 F -0.07611 2.30631 -0.65707  B1 1.445
4 F -0.11059 0.07286 -0.14054  B1 1.394
5 F -0.67773 1.58058 1.52705  B1 1.387
6 C 4.83191 2.37084 0.91341  O7 1.179, N8 1.296, N9 1.284
7 O 4.34209 3.34200 0.45858  C6 1.179
8 N 6.01793 2.35821 1.43583  C6 1.296, H10 1.010, H11 1.010
9 N 4.29836 1.20856 1.02770  C6 1.284, H12 1.010, H13 1.010
10 H 6.18666 1.46981 1.88568  N8 1.010
11 H 6.56920 3.20444 1.44599  N8 1.010
12 H 3.29116 1.17069 0.96273  N9 1.010
13 H 4.78912 0.35328 1.24624  N9 1.010
14 C 2.58982 -2.64366 -0.52827  O15 1.217, N16 1.201, N17 1.270
15 O 2.71822 -3.55992 -1.31879  C14 1.217
16 N 1.96455 -1.66991 -0.84988  C14 1.201, H18 1.010, H19 1.010
17 N 3.16514 -2.52337 0.59743  C14 1.270, H20 1.010, H21 1.010
18 H 1.62568 -1.73284 -1.79925  N16 1.010
19 H 1.70031 -0.87878 -0.28033  N16 1.010
20 H 2.66565 -1.91137 1.22677  N17 1.010
21 H 3.81472 -3.19064 0.98845  N17 1.010
22 C 3.01727 2.65455 -2.58930  O23 1.241, N24 1.276, N25 1.300
23 O 3.57617 3.65144 -2.10493  C22 1.241
24 N 2.32671 1.83542 -1.89591  C22 1.276, H26 1.010, H27 1.010
25 N 2.94191 2.36518 -3.85485  C22 1.300, H28 1.010, H29 1.010
26 H 2.08130 1.99365 -0.92904  N24 1.010
27 H 1.61822 1.35649 -2.43328  N24 1.010
28 H 3.60333 2.79169 -4.48788  N25 1.010
29 H 2.42427 1.55571 -4.16615  N25 1.010
30 C -0.29182 1.16284 -3.75795  O31 1.210, N32 1.288, N33 1.316
31 O -0.10530 1.07518 -4.94987  C30 1.210
32 N -0.94656 2.10965 -3.18120  C30 1.288, H34 1.010, H35 1.010
33 N 0.06985 0.28719 -2.84400  C30 1.316, H36 1.010, H37 1.010
34 H -0.82790 1.98952 -2.18541  N32 1.010
35 H -1.44995 2.77922 -3.74544  N32 1.010
36 H -0.36826 0.22334 -1.93621  N33 1.010
37 H 0.62476 -0.52063 -3.08814  N33 1.010
38 C 1.40192 5.27847 1.29808  O39 1.217, N40 1.256, N41 1.271
39 O 2.30471 4.97943 0.53812  C38 1.217
40 N 1.26010 6.45520 1.71453  C38 1.256, H42 1.010, H43 1.010
41 N 0.56430 4.43358 1.74641  C38 1.271, H44 1.010, H45 1.010
42 H 1.95709 7.06226 1.30737  N40 1.010
43 H 0.38464 6.86455 2.00795  N40 1.010
44 H -0.17163 4.75491 2.35900  N41 1.010
45 H 0.76156 3.48234 1.47014  N41 1.010
46 C -2.11329 -2.60346 -1.23323  O47 1.421, H55 1.090, H56 1.090, H57 1.090
47 O -2.02457 -4.00954 -1.04787  C46 1.421, C48 1.433
48 C -1.04585 -4.41491 -0.08331  O47 1.433, C49 1.572, H58 1.090, H59 1.090
49 C -1.40503 -3.89903 1.35707  C48 1.572, N50 1.481, H60 1.090, H61 1.090
50 N -0.74192 -4.53682 2.51711  C49 1.481, C51 1.540, H62 1.010
51 C -1.54619 -4.83169 3.79648  N50 1.540, C52 1.548, H63 1.090, H64 1.090
52 C -2.89528 -5.50610 3.44660  C51 1.548, O53 1.437, H65 1.090, H66 1.090
53 O -2.60212 -6.77313 2.83577  C52 1.437, C54 1.510
54 C -3.83959 -7.17437 2.06824  O53 1.510, H67 1.090, H68 1.090, H69 1.090
55 H -2.36402 -2.26184 -2.23749  C46 1.090
56 H -1.33840 -2.03378 -0.72028  C46 1.090
57 H -2.94122 -2.25219 -0.61740  C46 1.090
58 H -0.15190 -3.85375 -0.35546  C48 1.090
59 H -0.89874 -5.49415 -0.04208  C48 1.090
60 H -2.48394 -4.05313 1.33989  C49 1.090
61 H -1.32539 -2.83725 1.59027  C49 1.090
62 H -0.06201 -5.20910 2.19174  N50 1.010
63 H -1.74065 -3.89998 4.32769  C51 1.090
64 H -0.83259 -5.36769 4.42225  C51 1.090
65 H -3.61091 -4.83659 2.96940  C52 1.090
66 H -3.38394 -5.64090 4.41155  C52 1.090
67 H -4.31738 -6.41638 1.44754  C54 1.090
68 H -4.59764 -7.63182 2.70401  C54 1.090
69 H -3.72599 -7.92121 1.28247  C54 1.090
70 C -4.11121 3.64117 -1.81121  C71 1.589, O73 1.432, H74 1.090, H75 1.090
71 C -3.19551 3.38188 -0.53906  C70 1.589, O72 1.456, H76 1.090, H77 1.090
72 O -3.39164 4.43129 0.45069  C71 1.456, H78 0.960
73 O -3.94839 4.97619 -2.30261  C70 1.432, H79 0.960
74 H -5.18770 3.56067 -1.66025  C70 1.090
75 H -3.95096 2.84860 -2.54214  C70 1.090
76 H -2.16906 3.43182 -0.90237  C71 1.090
77 H -3.37467 2.41861 -0.06145  C71 1.090
78 H -2.55075 4.65122 0.85829  O72 0.960
79 H -4.18017 5.39611 -1.47102  O73 0.960